No. 1
DFT (wB97M-V/def2-TZVPD) results for a gas-phase ion, C9H15N3 (charge +2) at a distorted geometry.

Values from the calculation:
HOMO level	-16.07	eV
E	-14025.688	eV
ΔE to the lowest compared entry with this formula, charge and spin	499.6	kJ/mol

The geometry in ORCA input format:
```
! wB97M-V def2-TZVPD RIJCOSX def2/J DEFGRID3
* xyz 2 1
C 0.13 -0.06 0.53
C -0.34 -1.79 -1.06
C -1.25 1.84 -0.21
C 1.26 -0.60 1.42
C -0.21 1.22 0.64
C -1.69 0.87 -1.31
C -2.89 -0.09 -1.16
C 3.61 -0.42 2.12
C 2.39 0.22 1.92
N -0.34 -0.70 -0.52
N -1.16 0.97 -2.49
N -0.25 -2.70 -1.84
H -2.11 2.02 0.42
H -1.03 2.78 -0.66
H 0.61 -0.86 2.36
H 0.25 1.79 1.40
H -3.06 -0.60 -0.21
H -3.15 -0.90 -2.02
H -3.86 0.38 -1.29
H 3.83 -0.77 3.23
H 4.40 0.37 2.00
H 3.81 -1.25 1.46
H 1.60 -1.66 1.14
H 2.31 1.28 2.04
H -1.66 0.44 -3.19
H -0.34 1.60 -2.70
H -0.86 -3.37 -2.04
*
```

No. 2
DFT (wB97M-V/def2-TZVPD) results for 2 unconnected molecules or ions with the total composition C21H27Cl2N3O6S at a distorted geometry.

Values from the calculation:
HOMO level	-8.60	eV
E	-74851.373	eV
structure (SMILES)	CNC(=O)[C@H](Cc1ccc(O)cc1)NC(C)=O.O=S(=O)(O)CCNCc1ccc(Cl)c(Cl)c1

The geometry in ORCA input format:
```
! wB97M-V def2-TZVPD RIJCOSX def2/J DEFGRID3
* xyz 0 1
C -4.39 -4.87 6.42
N -3.37 -4.19 5.62
C -3.42 -4.03 4.30
O -4.33 -4.48 3.62
C -2.23 -3.30 3.64
C -2.56 -2.68 2.27
C -1.58 -1.63 1.77
C -0.25 -1.97 1.45
C 0.66 -0.99 1.01
C 0.24 0.34 0.85
O 1.11 1.28 0.40
C -1.10 0.69 1.14
C -2.00 -0.29 1.60
N -1.09 -4.22 3.52
C -0.31 -4.57 4.55
C 0.76 -5.59 4.27
O -0.45 -4.12 5.68
H -3.98 -5.16 7.39
H -4.73 -5.76 5.89
H -5.24 -4.20 6.57
H -2.51 -3.89 6.09
H -1.95 -2.48 4.31
H -2.63 -3.48 1.52
H -3.55 -2.22 2.34
H 0.09 -2.99 1.55
H 1.68 -1.27 0.77
H 2.01 0.93 0.31
H -1.42 1.72 1.01
H -3.02 -0.01 1.82
H -0.94 -4.67 2.64
H 1.42 -5.22 3.49
H 0.30 -6.52 3.95
H 1.33 -5.77 5.18
O 4.43 -0.29 -2.95
S 3.16 -0.29 -2.22
O 2.60 -1.63 -2.07
O 3.53 0.27 -0.73
C 1.98 0.88 -2.89
C 2.50 2.29 -2.70
N 1.66 3.16 -3.51
C 1.99 4.60 -3.45
C 1.32 5.31 -4.59
C 0.33 6.28 -4.35
C -0.26 6.96 -5.42
C 0.14 6.69 -6.74
Cl -0.60 7.57 -8.06
C 1.12 5.72 -6.98
Cl 1.63 5.36 -8.61
C 1.70 5.04 -5.91
H 4.48 0.05 -0.73
H 1.86 0.66 -3.95
H 1.03 0.75 -2.38
H 2.45 2.58 -1.64
H 3.54 2.36 -3.02
H 0.67 3.02 -3.32
H 3.08 4.74 -3.54
H 1.68 5.01 -2.49
H 0.01 6.51 -3.33
H -1.03 7.71 -5.24
H 2.45 4.28 -6.10
*
```

No. 3
DFT (wB97M-V/def2-TZVPD) results for a gas-phase ion, N2O4 (charge +2) at a distorted geometry.

Values from the calculation:
HOMO level	-28.25	eV
E	-11133.586	eV
ΔE to the lowest compared entry with this formula, charge and spin	694.2	kJ/mol
structure (SMILES)	O=[N+]1O[N+](=O)O1

The geometry in ORCA input format:
```
! wB97M-V def2-TZVPD RIJCOSX def2/J DEFGRID3
* xyz 2 1
O 2.10 0.00 0.00
N 1.00 0.00 0.00
O 0.00 1.00 0.00
N -1.00 0.00 0.00
O -2.10 0.00 0.00
O 0.00 -1.00 0.00
*
```

No. 4
DFT (wB97M-V/def2-TZVPD) results for a molecular structure, C10H20BCuF4N6O2PS.

Values from the calculation:
HOMO level	-10.77	eV
E	-100043.082	eV
ΔE to the lowest compared entry with this formula, charge and spin	47.6	kJ/mol

The geometry in ORCA input format:
```
! wB97M-V def2-TZVPD RIJCOSX def2/J DEFGRID3
* xyz 1 1
Cu -0.61 0.47 0.35
C 3.21 0.37 -2.01
C 1.83 0.17 -1.46
N 1.27 0.92 -0.60
N 1.97 2.00 -0.13
C 1.40 2.96 0.63
N 2.18 4.02 0.87
S -0.17 2.91 1.23
C 0.97 -0.90 -2.04
C 1.07 -1.17 -3.40
C 0.18 -2.06 -3.98
C -0.78 -2.66 -3.18
C -0.78 -2.35 -1.83
N 0.07 -1.51 -1.25
H 3.93 0.61 -1.22
H 3.24 1.18 -2.74
H 3.57 -0.53 -2.50
H 2.86 2.20 -0.56
H 3.05 4.17 0.39
H 1.78 4.79 1.37
H 1.79 -0.65 -4.01
H 0.22 -2.26 -5.04
H -1.51 -3.34 -3.59
H -1.55 -2.78 -1.20
N -0.40 -2.79 1.28
C -1.49 -2.20 2.13
P -0.71 -0.76 2.99
O -0.36 -1.08 4.40
O 0.34 -0.32 2.01
C -1.99 0.56 3.18
N -1.27 1.55 4.05
H -0.69 -3.66 0.85
H 0.44 -2.96 1.84
H -0.11 -2.12 0.52
H -1.84 -2.95 2.83
H -2.29 -1.90 1.45
H -2.85 0.19 3.73
H -2.30 1.07 2.27
H -0.79 1.01 4.79
H -1.90 2.24 4.47
H -0.57 2.06 3.47
F -2.28 0.68 -0.72
B -2.10 1.13 -2.14
F -3.20 1.85 -2.48
F -0.92 1.88 -2.14
F -1.94 -0.03 -2.89
*
```

No. 5
DFT (wB97M-V/def2-TZVPD) results for 2 unconnected molecules or ions with the total composition C6H14NO at a distorted geometry.

Values from the calculation:
HOMO level	-3.32	eV
E	-9986.530	eV
ΔE to the lowest compared entry with this formula, charge and spin	9.1	kJ/mol

The geometry in ORCA input format:
```
! wB97M-V def2-TZVPD RIJCOSX def2/J DEFGRID3
* xyz -1 1
C 1.44 0.75 -0.61
O 0.40 1.11 0.18
C 1.90 1.90 -1.55
C 0.83 2.28 -2.57
H 1.20 -0.12 -1.27
H 2.35 0.46 -0.04
H 2.84 1.62 -2.04
H 2.07 2.74 -0.87
H 1.25 3.00 -3.29
H -0.03 2.68 -2.04
H 0.56 1.39 -3.15
C -0.08 -1.33 2.09
C -1.28 -1.61 1.23
C -2.18 -2.57 1.53
N -1.37 -0.84 0.10
H -0.18 -0.33 2.50
H 0.84 -1.46 1.52
H -0.13 -2.01 2.94
H -3.08 -2.76 0.96
H -2.05 -3.14 2.45
H -0.73 0.03 0.09
H -2.23 -0.83 -0.40
*
```

No. 6
DFT (wB97M-V/def2-TZVPD) results for 2 unconnected molecules or ions with the total composition C4H9NOS at a distorted geometry.

Values from the calculation:
HOMO level (spin up / spin down)	-8.17 / -8.07	eV
E	-18661.731	eV
ΔE to the lowest compared entry with this formula, charge and spin	559.2	kJ/mol

The geometry in ORCA input format:
```
! wB97M-V def2-TZVPD RIJCOSX def2/J DEFGRID3
* xyz 0 1
C 1.95 0.85 -0.11
C 2.81 -0.37 -0.11
C -2.49 -0.39 -0.48
C -1.62 0.20 0.63
N 1.40 -0.43 -0.47
O -0.41 -2.39 -0.20
S 0.41 -1.51 0.59
H 1.68 1.17 0.95
H 2.08 1.54 -0.83
H 3.41 -0.68 -0.99
H 3.14 -0.90 0.75
H -1.87 -1.38 -0.61
H -3.43 -0.72 -0.22
H -2.42 0.09 -1.35
H -1.85 0.05 1.71
H -1.03 1.00 0.38
*
```

No. 7
DFT (wB97M-V/def2-TZVPD) results for a molecular structure, C20H16AlFN5O4S2 at a distorted geometry.

Values from the calculation:
HOMO level	-11.36	eV
E	-67625.665	eV
ΔE to the lowest compared entry with this formula, charge and spin	9.0	kJ/mol

The geometry in ORCA input format:
```
! wB97M-V def2-TZVPD RIJCOSX def2/J DEFGRID3
* xyz 1 1
Al -0.42 -0.86 -1.42
S -1.71 -2.74 2.28
C -0.74 -1.38 2.79
C -0.45 -0.95 4.09
C 0.27 0.23 4.24
C 0.76 0.91 3.12
C 0.50 0.46 1.85
C -0.25 -0.70 1.70
N -0.56 -1.30 0.48
C -1.30 -2.37 0.65
C -1.73 -3.10 -0.55
C -2.38 -4.34 -0.47
C -2.76 -4.96 -1.67
C -2.54 -4.32 -2.87
C -1.90 -3.06 -2.92
C -1.46 -2.46 -1.76
H -0.77 -1.47 4.99
H 0.45 0.63 5.23
H 1.32 1.82 3.26
H 0.92 0.98 1.00
H -2.60 -4.82 0.47
H -3.19 -5.95 -1.67
H -2.86 -4.79 -3.79
H -1.75 -2.62 -3.91
F -0.89 6.82 0.09
C -0.14 5.73 0.04
C -0.19 4.89 -1.00
N 0.61 3.75 -1.02
C 0.46 2.71 -2.04
C -0.90 2.01 -1.99
O -1.92 2.62 -2.09
O -0.83 0.70 -1.88
C 1.48 3.47 0.01
O 2.17 2.46 0.05
N 1.49 4.36 1.05
C 0.71 5.50 1.19
O 0.76 6.21 2.16
H -0.89 5.00 -1.80
H 1.26 2.01 -1.92
H 0.52 3.17 -3.04
H 2.13 4.15 1.81
N 2.81 -1.56 0.25
C 2.30 -2.07 -0.86
N 2.19 -3.37 -1.06
S 1.83 -0.98 -2.13
H 3.05 -2.11 1.07
H 2.84 -0.56 0.33
H 2.48 -4.05 -0.38
H 1.83 -3.71 -1.95
*
```

No. 8
DFT (wB97M-V/def2-TZVPD) results for a molecular structure, C15H26F6NO3P2Rh at a distorted geometry.

Values from the calculation:
⟨S²⟩	6.05
HOMO level (spin up / spin down)	-15.29 / -16.22	eV
E	-61482.512	eV

The geometry in ORCA input format:
```
! wB97M-V def2-TZVPD RIJCOSX def2/J DEFGRID3
* xyz 2 5
Rh -0.05 -0.56 0.21
P -2.26 -0.01 -0.16
C -2.20 0.44 -1.87
C -0.95 0.88 -2.33
N 0.18 0.59 -1.58
C 1.40 1.02 -1.94
C 1.56 1.78 -3.09
C 0.48 2.09 -3.90
C -0.78 1.65 -3.52
C 2.59 0.69 -1.08
P 2.20 -0.79 -0.06
H -1.68 1.85 -4.09
H 2.58 2.09 -3.34
H 0.60 2.66 -4.81
H 3.48 0.51 -1.69
H 2.86 1.49 -0.38
H -2.24 -1.66 -3.49
H -3.09 0.64 -2.46
H -0.77 -3.82 -2.25
O -2.01 -2.60 -3.63
H -2.57 -2.81 -4.40
H -0.28 -2.17 0.11
O -0.47 -4.21 -1.40
H 0.39 -3.82 -1.27
C 2.71 -2.19 -1.09
H 3.76 -2.10 -1.41
H 2.59 -3.08 -0.47
H 2.06 -2.25 -1.97
C 3.49 -0.77 1.21
H 3.38 -1.71 1.76
H 4.49 -0.72 0.77
H 3.35 0.08 1.89
C -3.05 1.36 0.72
H -4.05 1.53 0.29
H -3.14 1.10 1.79
H -2.42 2.24 0.60
C -3.38 -1.39 0.12
H -3.49 -1.49 1.21
H -4.34 -1.16 -0.36
H -2.92 -2.29 -0.31
C 1.41 1.96 3.03
C 0.08 1.16 2.91
O -0.35 1.08 1.66
C 0.17 -0.26 3.60
F 0.35 -0.19 4.94
F -0.95 -1.01 3.37
F 1.22 -0.97 3.10
C -1.02 1.98 3.78
F -0.58 2.23 5.05
F -1.28 3.17 3.19
F -2.21 1.31 3.87
H 2.12 1.57 2.29
H 1.81 1.85 4.05
H 1.20 3.01 2.81
*
```

No. 9
DFT (wB97M-V/def2-TZVPD) results for 2 unconnected molecules or ions with the total composition C10H15N2O2 at a distorted geometry.

Values from the calculation:
HOMO level	-11.56	eV
E	-17678.612	eV
ΔE to the lowest compared entry with this formula, charge and spin	246.9	kJ/mol

The geometry in ORCA input format:
```
! wB97M-V def2-TZVPD RIJCOSX def2/J DEFGRID3
* xyz 1 1
C 3.75 1.18 0.46
C 2.97 2.29 0.60
C 1.62 0.00 0.16
C 3.01 -0.03 0.12
C 1.03 1.18 0.43
C -3.24 -0.97 -0.97
C -3.51 0.50 -0.89
C -3.22 -1.33 0.45
C -1.86 0.55 0.86
C 0.93 -1.32 0.09
N 1.65 2.32 0.60
N 3.71 -1.07 -0.36
O -2.53 1.20 -0.03
O -2.23 -0.63 1.21
H 4.82 1.28 0.38
H 3.34 3.26 0.89
H -4.09 -1.39 -1.68
H -2.23 -1.14 -1.44
H -3.43 0.97 -1.89
H -4.67 0.52 -0.60
H -4.11 -0.94 1.02
H -2.93 -2.42 0.62
H -0.09 0.97 0.12
H -0.10 -1.30 0.57
H 0.84 -1.79 -0.99
H 1.52 -2.08 0.51
H 1.09 3.18 0.61
H 4.75 -1.01 -0.41
H 3.22 -1.99 -0.44
*
```

No. 10
DFT (wB97M-V/def2-TZVPD) results for a molecular structure, C20H14CrF2O10 at a distorted geometry.

Values from the calculation:
⟨S²⟩	8.82
HOMO level (spin up / spin down)	-5.42 / -5.46	eV
E	-75296.831	eV

The geometry in ORCA input format:
```
! wB97M-V def2-TZVPD RIJCOSX def2/J DEFGRID3
* xyz -1 6
Cr 22.22 27.47 0.67
C 21.15 31.68 0.75
C 20.64 32.79 1.33
C 19.45 32.66 2.26
O 19.05 33.72 2.96
C 18.86 31.45 2.56
C 19.39 30.28 1.95
C 20.64 30.34 0.95
O 21.19 29.28 0.57
O 18.77 29.23 2.12
O 21.30 33.93 1.17
H 22.04 31.73 0.14
H 18.22 31.32 3.42
O 23.03 28.68 4.44
C 22.73 28.33 3.25
O 21.74 27.62 2.96
O 23.39 28.57 2.25
H 23.85 29.13 4.23
O 19.08 26.29 -1.20
C 19.13 26.35 0.15
O 18.17 26.06 0.84
O 20.21 26.52 0.71
H 18.15 26.05 -1.26
F 21.60 22.36 0.40
C 21.15 22.05 -0.84
C 20.61 23.06 -1.62
C 20.34 22.83 -2.93
C 20.43 21.47 -3.41
C 21.07 20.49 -2.66
C 21.50 20.85 -1.37
H 20.28 24.01 -1.24
H 19.98 23.62 -3.56
H 20.30 21.31 -4.46
H 21.29 19.52 -3.09
H 21.91 20.22 -0.60
F 16.61 28.05 3.38
C 15.62 28.57 2.61
C 15.15 29.86 2.84
C 14.07 30.32 2.14
C 13.47 29.59 1.14
C 13.93 28.34 0.81
C 15.06 27.85 1.52
H 15.54 30.43 3.67
H 13.69 31.33 2.20
H 12.57 29.88 0.61
H 13.43 27.83 0.00
H 15.58 27.02 1.07
*
```

No. 11
DFT (wB97M-V/def2-TZVPD) results for 23 unconnected molecules or ions with the total composition C9H59ClN3O22 at a distorted geometry.

Values from the calculation:
HOMO level	-11.87	eV
E	-72320.862	eV

The geometry in ORCA input format:
```
! wB97M-V def2-TZVPD RIJCOSX def2/J DEFGRID3
* xyz 1 1
C -2.17 -3.19 2.38
C -1.49 -2.20 2.25
C -0.71 -0.95 2.37
C -0.67 -0.11 1.04
C 0.80 0.33 0.79
C 1.01 1.67 0.05
Cl -0.05 3.00 0.62
C 2.46 2.14 0.37
C 3.44 1.08 -0.08
N 3.04 0.38 -1.34
C 1.95 0.77 -1.97
N 1.77 0.32 -3.26
N 0.94 1.55 -1.43
H -2.70 -4.04 2.76
H 0.31 -1.26 2.65
H -1.11 -0.35 3.19
H -1.35 0.73 1.20
H -1.09 -0.69 0.22
H 1.29 -0.51 0.29
H 1.28 0.42 1.77
H 2.50 2.23 1.46
H 2.65 3.15 -0.01
H 3.54 0.33 0.70
H 4.44 1.51 -0.22
H 3.85 0.41 -1.97
H 2.07 0.83 -4.07
H 1.35 -0.60 -3.33
H 1.15 2.50 -1.79
O -1.38 -2.36 5.97
H -1.79 -2.37 5.10
H -0.50 -2.00 5.80
O 3.61 -2.03 -3.79
H 3.97 -2.79 -3.30
H 3.48 -1.35 -3.12
O -0.09 -1.78 -2.74
H -0.33 -1.77 -1.81
H -0.87 -2.14 -3.17
O 3.49 5.00 1.08
H 3.17 5.61 1.75
H 4.25 5.45 0.69
O -2.58 -2.22 -1.41
H -2.79 -2.21 -0.47
H -3.37 -2.58 -1.83
O -1.59 -4.57 -2.83
H -1.99 -3.89 -2.28
H -0.71 -4.70 -2.46
O -3.53 1.61 1.85
H -3.84 2.23 2.51
H -2.77 2.06 1.46
O -4.88 -2.04 3.65
H -3.97 -2.20 3.37
H -4.87 -2.18 4.61
O -5.88 -0.22 1.28
H -5.71 -1.04 1.75
H -5.00 0.12 1.07
O 0.41 4.35 -3.58
H 0.18 4.36 -2.65
H -0.36 3.97 -4.01
O 1.90 -2.94 3.04
H 2.41 -2.61 2.29
H 2.19 -3.86 3.12
O 6.22 6.44 0.40
H 7.10 6.31 0.03
H 6.37 6.92 1.22
O -4.77 -2.85 0.53
H -4.97 -2.84 1.48
H -5.57 -3.23 0.14
O 3.82 -2.47 0.87
H 4.20 -2.88 0.09
H 4.58 -2.15 1.37
O 5.73 0.10 -3.17
H 5.15 -0.07 -3.92
H 6.60 -0.20 -3.48
O -4.48 -1.03 -3.11
H -4.78 -0.39 -2.45
H -3.73 -0.60 -3.52
O -7.14 2.12 -0.13
H -6.80 1.37 0.37
H -7.23 2.82 0.52
O -2.32 3.90 2.82
H -1.42 3.78 2.48
H -2.19 4.37 3.65
O 4.07 5.43 -1.87
H 4.45 5.07 -2.67
H 4.82 5.79 -1.39
O 8.67 -0.28 -3.95
H 9.12 -0.62 -4.72
H 9.37 0.11 -3.42
O -8.43 -0.99 -0.19
H -8.05 -1.37 -0.98
H -7.68 -0.61 0.29
O -3.23 -6.37 2.34
H -3.03 -6.84 3.16
H -3.23 -7.07 1.67
*
```

No. 12
DFT (wB97M-V/def2-TZVPD) results for a molecular structure, CF2N2O2 at a distorted geometry.

Values from the calculation:
HOMO level (spin up / spin down)	-9.81 / -8.99	eV
E	-13540.207	eV
ΔE to the lowest compared entry with this formula, charge and spin	13.2	kJ/mol

The geometry in ORCA input format:
```
! wB97M-V def2-TZVPD RIJCOSX def2/J DEFGRID3
* xyz 0 1
C 0.62 -0.73 -0.76
N -1.52 1.45 0.31
N 0.64 -0.72 0.50
O -0.92 1.44 1.25
O 0.34 0.19 1.40
F 0.10 0.15 -1.58
F 0.89 -1.83 -1.46
*
```

> Among the records above, which one has the highest E?

C6H14NO

> Which of these has the lowest E?

C10H20BCuF4N6O2PS